(1)
C23H36N4O2 | the ωB97M-V functional and the def2-TZVPD basis

```
65
Properties=species:S:1:pos:R:3:forces:R:3:mulliken_charge:R:1
C -7.751 -2.177 0.121 -1.212 -3.579 -12.049 -1.257
C -6.880 -1.492 0.770 -0.121 7.786 14.121 -0.500
N -5.868 -0.840 0.229 6.072 2.451 -3.589 0.768
C -4.739 -1.470 0.010 2.135 10.874 -7.017 -1.016
C -3.965 -0.426 -1.054 -2.253 -3.132 2.589 0.498
C -2.613 -0.660 -1.681 -1.076 -6.109 11.800 -1.376
N -1.593 -0.064 -0.653 1.785 2.185 -12.498 0.314
C -0.214 -0.311 -1.415 -5.369 14.233 8.722 -3.130
C 0.788 0.553 -0.615 -0.181 1.992 -6.522 -0.267
N 1.018 0.214 0.597 -4.256 -2.728 11.030 0.484
C 2.068 0.696 1.422 1.092 -4.815 1.308 -1.299
C 3.338 0.202 0.730 -1.632 12.638 0.916 0.068
C 4.130 1.300 0.311 2.795 1.005 -0.727 -0.752
C 5.441 1.334 -0.227 1.059 -6.562 -2.353 -0.998
C 5.888 -0.164 -0.565 -1.151 -0.626 6.057 0.342
O 7.206 -0.647 -0.899 -2.862 4.902 -1.169 -0.364
C 7.941 0.627 -1.482 -4.978 0.535 5.875 -1.085
C 5.063 -1.217 0.316 5.617 -0.726 -7.968 0.410
C 5.531 -2.781 -0.052 5.733 8.581 -3.805 -1.853
C 3.794 -0.942 0.623 -0.861 -8.989 1.948 1.880
C 2.850 -2.012 1.154 15.477 -3.895 -1.123 -3.204
C -0.367 0.126 1.516 -0.048 2.388 -6.666 -1.132
C -0.903 1.447 2.220 4.746 -2.973 -10.812 -1.691
C -1.010 2.458 1.170 -0.261 9.783 0.540 -0.677
O -1.958 2.688 0.145 0.199 -6.135 -0.881 -0.563
C -1.445 -0.629 0.450 -1.031 1.622 12.617 -0.910
C -4.843 0.710 -1.112 2.826 -2.079 1.541 0.615
C -4.599 2.165 -1.705 5.974 -10.935 -2.400 -1.538
N -5.868 0.422 -0.356 -4.085 0.474 1.463 -1.030
H -8.480 -2.578 0.612 -4.196 -2.509 2.901 0.474
H -7.081 -2.920 -0.406 -1.298 -0.544 0.180 0.250
H -8.138 -1.612 -0.810 0.122 -0.590 1.464 0.275
H -6.653 -1.941 1.853 0.625 0.175 -2.414 0.316
H -7.455 -0.588 1.366 0.694 -1.346 -1.374 0.324
H -4.356 -2.328 0.105 1.956 -6.857 1.546 0.746
H -2.355 -1.797 -1.770 -0.568 1.946 -0.160 0.318
H -2.541 -0.182 -2.450 1.201 5.230 -8.952 0.818
H 0.078 -1.111 -1.544 4.364 -14.777 -1.877 1.264
H -0.200 0.267 -2.176 -0.757 3.125 -5.999 0.741
H 0.592 1.624 -0.817 -0.639 0.119 -0.008 0.120
H 1.714 0.439 -1.118 1.336 -0.228 -1.195 0.869
H 2.081 1.683 1.622 0.197 3.812 -0.067 0.861
H 2.052 0.318 2.616 -0.369 0.060 -3.202 0.246
H 3.888 2.303 0.509 -1.380 1.123 0.468 0.368
H 6.177 2.030 -0.699 -1.700 0.303 1.021 0.324
H 8.680 0.111 -1.706 7.347 -3.752 -2.955 0.392
H 8.216 1.258 -0.609 -0.431 -0.251 -0.605 0.390
H 7.478 1.157 -2.238 -1.329 0.619 -1.527 0.394
H 5.403 -3.103 0.801 -0.976 -4.727 8.185 0.768
H 5.159 -3.261 -0.829 -2.722 -1.832 -3.325 0.455
H 6.700 -2.734 -0.354 -2.649 -0.073 1.234 0.215
H 2.011 -1.910 1.313 -14.841 3.341 2.500 1.105
H 2.884 -2.886 0.585 0.130 -1.328 -1.949 0.685
H 3.220 -2.553 2.052 0.373 0.948 0.194 0.480
H -0.189 -0.615 2.130 1.197 -3.528 3.618 0.959
H -0.143 1.835 2.600 5.864 2.810 5.436 0.617
H -1.717 1.194 2.506 -9.807 -2.488 5.222 0.949
H -0.019 2.902 0.809 -0.726 -1.488 0.367 0.371
H -1.338 3.576 1.769 1.181 -2.894 -0.500 0.249
H -1.934 1.637 -0.180 -0.718 3.050 -0.445 0.458
H -1.238 -1.595 0.609 1.049 -4.255 -0.337 0.828
H -2.372 -0.448 1.098 0.455 -0.555 -0.646 0.298
H -3.921 2.655 -1.270 4.393 4.348 4.135 0.369
H -5.447 2.340 -1.913 -11.160 4.323 -2.369 0.672
H -4.121 1.869 -2.683 -0.350 0.526 0.491 0.299
```
Forces are in eV/Å.

Properties
Orbital gap in eV: 8.477
Multiplicity: 1
ΔE to the lowest compared entry with this formula, charge and spin in eV: 29.966
Charge: 0
SMILES: CCn1cc(CN2CCN(Cc3ccc(OC)c(C)c3C)[C@@H](CCO)C2)c(C)n1
HOMO level in eV: -7.87
E_tot in eV: -34463.4281

(2)
C23H37 | the ωB97M-V functional and the def2-TZVPD basis

```
60
Properties=species:S:1:pos:R:3:forces:R:3:mulliken_charge:R:1
C 2.957 2.919 3.637 -0.254 0.037 0.245 -0.559
C 1.472 3.128 3.992 0.346 0.093 -0.020 -1.014
C 0.463 2.806 2.893 -0.317 -0.115 -0.057 -0.239
C 0.587 3.661 1.635 -0.096 0.295 0.142 -0.676
C -0.202 3.135 0.423 -0.159 0.413 0.299 -0.880
C 0.609 2.236 -0.561 0.657 -0.018 -0.506 -1.080
C 0.751 0.786 -0.266 -0.535 -0.130 -1.058 1.110
C -0.375 -0.188 -0.492 0.538 -0.039 2.267 -1.341
C 2.073 0.235 0.072 0.045 -0.364 0.886 -0.767
C 2.959 1.013 1.083 0.421 0.421 -0.188 -0.457
C 2.791 0.546 2.528 -0.156 -0.585 -0.010 -0.807
C 3.415 1.458 3.588 0.142 0.068 -0.056 -1.077
H 3.209 3.442 2.705 -0.005 -0.073 0.136 0.294
H 3.547 3.415 4.422 -0.081 -0.117 -0.255 0.373
H 1.225 2.512 4.866 0.088 0.162 -0.045 0.384
H 1.352 4.180 4.294 -0.112 -0.266 -0.053 0.357
H 0.507 1.742 2.631 -0.012 0.165 -0.002 -0.007
H -0.543 2.959 3.309 0.127 -0.077 -0.135 0.441
H 0.183 4.658 1.877 0.193 -0.257 -0.130 0.514
H 1.641 3.829 1.366 -0.327 -0.053 -0.027 0.278
H -1.109 2.608 0.749 0.159 0.110 -0.064 0.377
H -0.534 4.021 -0.139 0.102 -0.534 -0.094 0.432
H 0.107 2.347 -1.546 0.042 -0.423 0.430 0.435
H 1.627 2.651 -0.684 -0.533 -0.048 0.128 0.548
H -0.103 -1.133 0.010 -0.011 0.310 -0.370 0.632
H -1.267 0.176 0.059 0.378 0.093 -0.120 0.307
H 1.956 -0.812 0.401 0.143 0.350 -0.248 0.302
H 2.649 0.201 -0.877 -0.479 0.104 -0.072 0.432
H 4.009 0.855 0.795 -0.288 0.081 0.026 0.474
H 2.793 2.095 0.991 -0.037 -0.324 0.026 0.237
H 1.730 0.362 2.747 0.298 0.047 0.000 0.496
H 3.278 -0.440 2.611 -0.182 0.214 0.010 0.476
H 4.507 1.462 3.459 -0.175 -0.121 0.035 0.364
H 3.209 0.996 4.561 0.129 0.074 -0.066 0.370
C 0.219 -0.361 -2.996 0.400 0.286 0.008 -2.040
C -0.864 -0.457 -1.915 -1.028 -0.011 -1.566 1.122
C -1.677 -1.771 -1.968 0.304 -0.179 0.007 0.203
C -3.086 -1.728 -2.019 0.080 -0.107 0.065 1.032
C -3.844 -0.451 -2.263 -0.211 0.182 0.134 -1.732
C -3.829 -2.905 -1.919 0.446 -0.197 -0.018 -0.876
C -3.208 -4.153 -1.821 0.170 0.340 -0.067 0.363
C -4.024 -5.402 -1.655 -0.082 -0.298 -0.073 -1.451
C -1.814 -4.196 -1.930 -0.465 0.169 0.060 -0.985
C -1.041 -3.034 -2.008 -0.517 0.047 0.132 0.866
C 0.434 -3.239 -2.195 0.457 -0.236 0.008 -1.481
H 0.340 0.687 -3.295 0.108 -0.149 0.001 0.412
H 1.195 -0.728 -2.650 -0.250 0.026 -0.191 0.367
H -0.055 -0.921 -3.895 -0.002 0.107 0.230 0.478
H -1.574 0.360 -2.116 0.229 -0.353 -0.117 0.477
H -4.917 -0.667 -2.250 0.216 0.169 -0.027 0.374
H -3.654 0.312 -1.498 -0.048 -0.045 -0.115 0.285
H -3.600 -0.023 -3.246 -0.038 -0.064 0.243 0.355
H -4.917 -2.854 -1.937 0.199 0.034 0.023 0.355
H -3.371 -6.280 -1.598 -0.185 0.128 -0.022 0.346
H -4.639 -5.379 -0.744 0.213 0.093 -0.211 0.337
H -4.710 -5.539 -2.501 0.167 0.019 0.179 0.335
H -1.320 -5.169 -1.964 -0.089 0.268 0.072 0.275
H 0.668 -4.302 -2.071 -0.017 0.227 0.014 0.423
H 0.758 -2.966 -3.207 -0.052 0.001 0.272 0.285
H 1.055 -2.695 -1.475 -0.057 0.047 -0.092 0.146
```
Forces are in eV/Å.

Properties
Orbital gap in eV: 5.750
Multiplicity: 1
Charge: +1
HOMO level in eV: -11.28
E_tot in eV: -24444.2350